# 1
The following is a DFT calculation (ωB97M-V/def2-TZVPD) of a molecular structure, C43H38NO9PTa.

XYZ file:
```
93
Properties=species:S:1:pos:R:3:lowdin_charge:R:1
Ta 0.004 0.075 0.816 1.8487
C -3.479 4.209 -2.911 -0.0336
O -4.309 3.051 -2.988 -0.0312
C -3.886 1.933 -2.408 -0.2510
C -4.766 0.838 -2.419 0.0310
C -4.415 -0.322 -1.789 0.0080
C -3.187 -0.463 -1.111 -0.0919
C -2.845 -1.634 -0.330 -0.3370
C -3.683 -2.878 -0.383 0.0353
O -1.872 -1.650 0.447 -0.0966
C -2.296 0.628 -1.159 -0.2490
O -1.088 0.544 -0.576 -0.2496
C -2.638 1.799 -1.812 0.0845
H -4.062 5.019 -3.338 0.1023
H -2.562 4.076 -3.489 0.1030
H -3.227 4.446 -1.875 0.0977
H -5.718 0.949 -2.920 0.1317
H -5.118 -1.141 -1.793 0.1143
H -4.420 -2.881 -1.178 0.0754
H -4.185 -3.007 0.578 0.1113
H -3.021 -3.732 -0.505 0.0793
H -1.923 2.607 -1.824 0.1000
N -1.900 0.258 2.419 -0.0037
C -1.358 0.113 3.778 -0.0927
C 0.013 -0.559 3.738 -0.5438
O 0.559 -0.989 4.708 0.1498
O 0.511 -0.587 2.503 -0.2358
H -2.213 1.222 2.250 0.0613
H -2.701 -0.346 2.294 0.1054
H -1.995 -0.481 4.429 0.1372
H -1.209 1.087 4.245 0.1439
C 0.048 -3.528 -4.389 -0.0625
C -0.406 -2.305 -3.923 -0.0611
C -0.175 -1.934 -2.606 -0.0785
C 0.510 -2.791 -1.750 -0.3445
C 0.990 -4.009 -2.232 -0.0859
C 0.753 -4.377 -3.545 -0.0566
P 0.844 -2.343 -0.017 1.0728
C 0.147 -3.687 1.000 -0.3506
C 0.417 -3.670 2.370 -0.1113
C -0.133 -4.628 3.205 -0.0531
C -0.957 -5.614 2.682 -0.0635
C -1.220 -5.643 1.321 -0.0650
C -0.673 -4.684 0.482 -0.0964
C 2.651 -2.563 0.072 -0.3378
C 3.434 -1.715 -0.714 -0.0934
C 4.812 -1.842 -0.706 -0.0555
C 5.417 -2.814 0.078 -0.0649
C 4.642 -3.668 0.846 -0.0641
C 3.259 -3.546 0.848 -0.0735
H -0.135 -3.817 -5.416 0.1114
H -0.937 -1.633 -4.587 0.1109
H -0.514 -0.972 -2.246 0.0807
H 1.558 -4.660 -1.577 0.1190
H 1.123 -5.325 -3.912 0.1131
H 1.076 -2.917 2.781 0.0969
H 0.087 -4.603 4.265 0.1159
H -1.387 -6.364 3.334 0.1108
H -1.855 -6.416 0.907 0.1115
H -0.882 -4.719 -0.579 0.0975
H 2.964 -0.963 -1.336 0.0961
H 5.414 -1.178 -1.313 0.1143
H 6.495 -2.908 0.089 0.1103
H 5.110 -4.435 1.449 0.1104
H 2.663 -4.220 1.447 0.0978
O -2.150 2.834 1.400 0.0784
C -0.997 2.914 1.003 -0.5193
O -0.057 2.057 1.357 -0.1610
C -0.576 4.020 0.090 -0.1434
C -1.013 5.318 0.324 -0.0113
C -0.618 6.341 -0.524 -0.0617
C 0.181 6.063 -1.624 -0.0670
C 0.584 4.760 -1.885 -0.0616
C 0.220 3.742 -1.020 -0.0512
H -1.650 5.515 1.177 0.1250
H -0.936 7.358 -0.335 0.1104
H 0.491 6.866 -2.281 0.1098
H 1.198 4.543 -2.750 0.1158
H 0.526 2.725 -1.219 0.1022
O 2.956 1.619 -1.204 0.1313
C 2.567 1.535 -0.071 -0.4916
O 1.762 0.505 0.303 -0.2560
C 2.908 2.500 1.007 -0.1499
C 3.252 3.797 0.640 -0.0120
C 3.482 4.753 1.614 -0.0561
C 3.395 4.405 2.956 -0.0631
C 3.111 3.096 3.323 -0.0591
C 2.861 2.142 2.353 -0.0246
H 3.319 4.041 -0.412 0.1198
H 3.738 5.765 1.333 0.1099
H 3.555 5.156 3.719 0.1093
H 3.091 2.821 4.370 0.1104
H 2.650 1.119 2.634 0.1115
```

Molar mass: 924.70 g/mol
Kohn-Sham gap: 8.25 eV
Max |F|: 2.190 eV Å⁻¹
Charge: +1
LUMO level: -3.20 eV
Spin multiplicity: 1

# 2
The following is a DFT calculation (ωB97M-V/def2-TZVPD) of 5 unconnected molecules or ions with the total composition H16N5.

XYZ file:
```
21
Properties=species:S:1:pos:R:3:lowdin_charge:R:1
N 0.237 0.134 -0.046 0.2607
H 1.139 0.422 -0.479 0.0673
H -0.353 0.959 -0.192 0.0892
H -0.162 -0.675 -0.545 0.0832
H 0.298 0.001 0.959 0.1301
N 0.049 2.983 0.516 0.0171
H 0.643 3.158 1.320 0.0352
H -0.674 3.689 0.601 0.0367
H 0.564 3.209 -0.329 0.0296
N -0.885 -2.601 -1.500 0.0114
H -0.017 -3.013 -1.834 0.0264
H -1.549 -2.751 -2.259 0.0333
H -1.183 -3.128 -0.689 0.0241
N 2.802 0.737 -1.602 0.0312
H 2.600 0.462 -2.547 0.0364
H 3.228 0.026 -1.035 0.0359
H 3.175 1.668 -1.578 0.0332
N -2.309 -1.408 2.629 -0.0028
H -1.772 -0.978 3.375 0.0073
H -2.869 -2.185 2.944 0.0099
H -2.961 -0.707 2.292 0.0047
```

Molar mass: 86.16 g/mol
Kohn-Sham gap: 10.29 eV
Max |F|: 1.641 eV Å⁻¹
Charge: +1
LUMO level: -2.82 eV
Spin multiplicity: 1

Q: spin multiplicity of number 2 (H16N5)?
A: 1

Please write out number 2 again, unchanged.
The following is a DFT calculation (ωB97M-V/def2-TZVPD) of 5 unconnected molecules or ions with the total composition H16N5.

XYZ file:
```
21
Properties=species:S:1:pos:R:3:lowdin_charge:R:1
N 0.237 0.134 -0.046 0.2607
H 1.139 0.422 -0.479 0.0673
H -0.353 0.959 -0.192 0.0892
H -0.162 -0.675 -0.545 0.0832
H 0.298 0.001 0.959 0.1301
N 0.049 2.983 0.516 0.0171
H 0.643 3.158 1.320 0.0352
H -0.674 3.689 0.601 0.0367
H 0.564 3.209 -0.329 0.0296
N -0.885 -2.601 -1.500 0.0114
H -0.017 -3.013 -1.834 0.0264
H -1.549 -2.751 -2.259 0.0333
H -1.183 -3.128 -0.689 0.0241
N 2.802 0.737 -1.602 0.0312
H 2.600 0.462 -2.547 0.0364
H 3.228 0.026 -1.035 0.0359
H 3.175 1.668 -1.578 0.0332
N -2.309 -1.408 2.629 -0.0028
H -1.772 -0.978 3.375 0.0073
H -2.869 -2.185 2.944 0.0099
H -2.961 -0.707 2.292 0.0047
```

Molar mass: 86.16 g/mol
Kohn-Sham gap: 10.29 eV
Max |F|: 1.641 eV Å⁻¹
Charge: +1
LUMO level: -2.82 eV
Spin multiplicity: 1